Entry from the Open Molecules 2025 dataset: C19H27F5N8O5PS2Sn as an isolated structure (wB97M-V/def2-TZVPD).

Last column: Mulliken charge in e.
Positions of all 68 atoms, in Å:
Sn (2.851, -1.115, 0.426)  1.089
O (4.082, -0.105, 3.649)  -0.648
S (3.815, -1.365, 3.012)  1.266
O (4.040, -2.508, 3.846)  -0.636
O (2.349, -1.381, 2.509)  -0.569
O (4.572, -1.467, 1.688)  -0.702
N (-0.950, -4.903, -0.036)  -0.538
N (0.317, -4.575, 0.282)  1.122
N (0.997, -5.166, 1.224)  -0.924
C (2.120, -4.468, 1.257)  -0.181
N (2.094, -3.493, 0.345)  -0.287
N (0.937, -3.570, -0.265)  -0.103
H (-1.130, -5.897, 0.067)  0.295
H (-1.216, -4.513, -0.936)  0.247
H (2.931, -4.630, 1.936)  0.510
F (3.279, -1.225, -7.481)  -0.241
C (2.647, -1.102, -6.322)  0.520
C (1.820, -2.127, -5.863)  0.159
F (1.650, -3.222, -6.594)  -0.259
C (1.147, -1.987, -4.657)  0.173
F (0.329, -2.955, -4.237)  -0.242
C (1.305, -0.849, -3.858)  0.213
S (0.443, -0.739, -2.347)  0.071
C (2.147, 0.158, -4.329)  0.119
F (2.292, 1.271, -3.593)  -0.259
C (2.796, 0.052, -5.552)  0.122
F (3.552, 1.051, -5.992)  -0.258
O (1.128, 0.885, 0.760)  -0.966
P (-0.308, 1.131, 1.004)  -0.688
N (-0.916, 1.718, -0.491)  0.785
C (-0.084, 2.047, -1.547)  0.531
C (-0.866, 2.939, -2.499)  -0.538
C (-2.147, 3.274, -1.724)  -0.881
C (-2.285, 2.080, -0.785)  -0.524
N (-0.612, 2.321, 2.098)  0.621
C (-1.793, 2.434, 2.938)  -0.438
C (-1.891, 3.931, 3.214)  -0.738
C (-0.419, 4.325, 3.312)  -0.678
C (0.225, 3.511, 2.190)  -0.504
N (-1.312, -0.111, 1.479)  0.426
C (-0.724, -0.941, 2.536)  0.038
C (-1.707, -2.104, 2.728)  -0.859
C (-2.654, -2.015, 1.522)  -0.774
C (-1.941, -1.055, 0.567)  0.175
H (0.197, 1.017, -2.107)  -1.032
H (0.915, 2.366, -1.245)  0.654
H (-1.112, 2.391, -3.407)  0.372
H (-0.307, 3.824, -2.795)  0.374
H (-3.008, 3.389, -2.375)  0.396
H (-2.019, 4.196, -1.159)  0.318
H (-2.778, 1.250, -1.300)  0.427
H (-2.825, 2.293, 0.134)  0.275
H (-1.639, 1.893, 3.878)  0.335
H (-2.672, 2.009, 2.453)  0.379
H (-2.452, 4.158, 4.116)  0.392
H (-2.362, 4.445, 2.375)  0.274
H (-0.016, 4.014, 4.275)  0.315
H (-0.257, 5.392, 3.191)  0.382
H (1.261, 3.228, 2.387)  0.289
H (0.196, 4.064, 1.243)  0.254
H (-0.571, -0.357, 3.441)  0.559
H (0.259, -1.322, 2.226)  -0.380
H (-2.260, -2.019, 3.661)  0.255
H (-1.174, -3.051, 2.758)  0.398
H (-3.608, -1.588, 1.831)  0.320
H (-2.844, -2.981, 1.058)  0.388
H (-2.641, -0.548, -0.093)  0.141
H (-1.193, -1.600, -0.028)  -0.133

Output
Energy above the lowest of the compared OMol25 structures with the same formula, charge and spin (kcal/mol): 49.8
LUMO energy (spin up / spin down) (Ha): -0.241 / -0.246
Spin multiplicity: 1
E (hartree): -3405.5186
Net charge: +1